1.
# C5H12FeN2O2

A molecular structure, C5H12FeN2O2 at a distorted geometry (ωB97M-V with the def2-TZVPD basis set, the Open Molecules 2025 dataset).

```
! wB97M-V def2-TZVPD RIJCOSX def2/J DEFGRID3
* xyz 0 5
Fe -0.5276 -1.3668 -1.1268
O 2.0325 -1.7800 0.0825
O -2.1358 1.2838 -0.4428
N -0.9207 0.4979 -0.4170
N 1.0962 -0.9205 -0.0900
C -1.6560 -2.6899 -0.3047
C 2.4418 0.7767 1.1233
C -0.1894 2.4804 0.8195
C 1.2018 0.3355 0.4476
C 0.0298 1.1155 0.2721
H -2.7951 0.6819 -0.8432
H -0.7326 -1.2072 -2.9046
H 0.1414 2.5218 1.8633
H 0.4127 3.2240 0.2857
H -1.1005 -3.5938 -0.6585
H 3.2998 0.7797 0.4440
H -1.6874 -2.6232 0.7946
H -1.2418 2.7553 0.7522
H 2.3363 1.7891 1.5157
H -0.0323 -1.5610 -2.8019
H 2.6802 0.1136 1.9600
H -2.6531 -2.6128 -0.7710
*
```

electronic energy = -1721.19439 a.u.
LUMO (spin up / spin down) = 0.15 / -0.53 eV
maximum force = 2.99 eV/Å
highest occupied orbital energy (spin up / spin down) = -7.878 / -7.658 eV
ΔE to the lowest compared entry with this formula, charge and spin = 0.0 kJ/mol

2.
# C5H12IO3P2

2 unconnected molecules or ions with the total composition C5H12IO3P2 at a distorted geometry (ωB97M-V with the def2-TZVPD basis set, the Open Molecules 2025 dataset).

```
! wB97M-V def2-TZVPD RIJCOSX def2/J DEFGRID3
* xyz 1 1
I -0.8990 -2.2312 -1.4455
P 1.8133 0.1267 0.9582
P -0.2847 0.8249 0.8363
O 1.9717 -1.4931 0.5394
O 0.8514 0.1141 4.5878
O 2.7977 0.9693 -0.1724
C -0.2698 -0.1717 -1.8918
C -0.9955 0.8954 -0.9287
C -1.9788 -1.2604 2.2705
C -0.6435 0.0931 -3.4336
C -1.3160 -0.2948 1.9019
H -2.0921 0.6033 -0.9300
H 2.3603 1.8547 -0.2269
H -2.4796 -2.2435 2.5070
H -0.8037 1.9071 -1.4043
H -0.3082 2.1296 1.4341
H 0.8670 -0.0839 -1.8380
H -0.1471 1.0382 -3.8301
H -1.7731 0.1073 -3.5802
H 2.5580 -1.5641 -0.2494
H 0.6075 -0.5445 5.2500
H 0.2935 -0.0996 3.8317
H -0.2722 -0.8076 -4.0270
*
```

electronic energy = -1403.47006 a.u.
LUMO = -4.49 eV
maximum force = 4.43 eV/Å
highest occupied orbital energy = -12.909 eV

3.
# C5H12N

A gas-phase ion, C5H12N (charge +1) at a distorted geometry (ωB97M-V with the def2-TZVPD basis set, the Open Molecules 2025 dataset).

```
! wB97M-V def2-TZVPD RIJCOSX def2/J DEFGRID3
* xyz 1 1
N 1.6788 -0.4913 0.6342
C 1.4520 0.3528 -0.6357
C -1.1770 0.7691 -0.2734
C 0.2749 1.4522 -0.4296
C -1.1100 -0.7126 -0.2396
C -1.6101 -1.3861 0.7764
H -0.7511 -1.3059 -1.0782
H 0.2542 2.1574 -1.3587
H 1.0387 -0.3276 -1.3903
H 2.6971 -0.4005 1.0050
H -1.8274 -2.4588 0.6739
H 2.4033 0.7948 -0.8080
H -2.0959 -0.8180 1.6131
H -1.7145 1.1497 -1.1991
H -1.7620 1.0833 0.5791
H 1.3411 -1.4867 0.6159
H 0.6250 2.1549 0.3909
H 1.0617 0.0433 1.3280
*
```

electronic energy = -252.15608 a.u.
LUMO = -3.58 eV
maximum force = 2.61 eV/Å
highest occupied orbital energy = -13.939 eV
ΔE to the lowest compared entry with this formula, charge and spin = 197.0 kJ/mol
SMILES = C=CCCC[NH3+]